{"formula": "H37O18", "method": "wB97M-V/def2-TZVPD", "symbols": ["O", "H", "H", "O", "H", "O", "H", "H", "O", "H", "H", "O", "H", "H", "O", "H", "H", "O", "H", "H", "O", "H", "H", "O", "H", "H", "O", "H", "H", "O", "H", "H", "O", "H", "H", "O", "H", "H", "O", "H", "H", "O", "H", "H", "O", "H", "H", "O", "H", "H", "O", "H", "H", "H", "H"], "coordinates": [[0.595, 0.059, -3.974], [5.526, 2.406, 0.478], [0.796, -0.123, -3.039], [0.620, 1.948, 2.741], [-4.034, -5.117, -0.554], [-3.048, -2.342, -4.535], [-3.245, -2.799, -3.676], [2.548, 2.719, -1.334], [4.174, -1.770, 3.374], [-0.285, 1.844, 2.942], [4.857, -2.195, 3.939], [-0.286, -1.968, 0.076], [-1.001, -2.605, -0.093], [0.544, -2.443, 0.363], [-4.097, -4.161, -0.746], [-4.978, -3.761, -0.598], [3.023, 1.127, -1.201], [0.343, 3.041, -3.738], [1.232, 1.450, -0.201], [-2.891, -0.272, -3.700], [3.512, 0.462, -3.799], [2.621, 0.552, -4.172], [3.630, -0.424, -4.171], [-1.745, -2.961, 4.793], [-1.532, -3.370, 3.956], [-2.401, -0.082, -0.175], [2.497, 1.884, -0.879], [-0.477, 3.159, -4.215], [4.431, -0.835, 3.651], [-0.703, 0.036, 1.567], [-0.234, 0.949, 0.935], [-0.048, 0.332, 2.285], [5.700, 0.474, 0.889], [4.953, 0.114, 0.404], [6.169, -0.371, 0.956], [5.389, 3.169, -0.128], [-1.522, -3.635, 5.428], [4.800, 2.874, -0.844], [-4.654, 1.444, 2.577], [-4.733, 0.449, 2.509], [-5.359, 1.541, 3.221], [-1.743, 1.153, 4.271], [-1.407, 0.380, 4.738], [-2.590, 1.244, 4.709], [-2.659, 0.735, 0.253], [-0.138, -0.543, -4.244], [-1.538, 0.708, 1.587], [-3.020, -0.304, -2.758], [-2.706, -2.897, -5.226], [-3.728, -0.922, -2.623], [0.282, 1.709, -0.048], [1.175, 2.362, 3.389], [-0.225, 1.608, -0.890], [1.093, 2.948, -4.338], [-3.482, 1.020, -0.133]], "forces_ev_per_a": [[-0.345, -0.498, 0.077], [0.258, -0.903, 0.514], [-0.466, -0.156, -0.525], [1.931, -0.720, -1.894], [-0.830, 0.902, -0.019], [-0.480, 0.728, 1.459], [0.602, -0.069, -1.749], [0.009, 0.097, -0.937], [1.764, 1.909, 1.327], [-1.598, 0.961, 1.814], [-0.741, -0.476, -0.590], [1.110, -0.794, -0.083], [0.730, -0.073, 0.164], [-1.765, 0.350, -0.536], [0.203, 0.385, -0.107], [0.670, -1.212, 0.079], [-0.193, 1.027, -0.902], [0.642, -0.030, 1.062], [-1.074, 0.662, -0.116], [-0.086, -0.243, -0.613], [-0.718, -0.577, -0.230], [-0.299, 0.717, 0.193], [0.921, -0.122, 0.272], [-0.045, 0.464, -0.195], [0.004, -0.070, -0.361], [-0.109, -0.217, -0.383], [1.762, -1.236, 0.894], [-0.103, 0.025, -0.573], [-0.986, -1.368, -0.797], [0.092, 4.636, 0.749], [0.216, -1.222, -1.553], [-1.123, -1.024, -0.264], [-0.326, -0.216, -0.460], [-0.718, 0.248, -0.115], [0.863, 0.367, 0.483], [0.305, 0.642, 0.120], [0.055, -0.308, 0.545], [-0.289, -0.232, -0.413], [-0.306, -2.285, 0.114], [0.625, 1.426, -0.350], [-0.311, 0.842, 0.260], [0.301, -0.406, 0.121], [0.364, -0.183, -0.082], [-0.524, 0.515, -0.247], [0.500, 0.129, 0.382], [0.799, 0.549, 0.475], [0.940, -2.333, 0.471], [0.529, 0.759, 1.092], [-0.018, -0.931, 0.060], [-0.506, -0.302, -0.114], [-1.332, -0.739, 0.282], [-0.407, 0.294, 0.890], [0.486, 0.035, 0.898], [-0.484, 0.039, -0.397], [-0.499, 0.238, -0.197]], "mulliken_spin": [0.0344, -0.0137, -0.0006, -0.0001, 0.0000, 0.0000, 0.0000, -0.0005, 0.0120, 0.0000, -0.0004, 0.0000, 0.0000, 0.0000, 0.0000, 0.0000, -0.0009, 0.1412, -0.0005, 0.0000, 0.0049, -0.0010, 0.0000, 0.0000, 0.0000, 0.0000, 0.0143, -0.0045, -0.0006, 0.0002, -0.0002, 0.0000, 0.0571, -0.0029, -0.0017, 0.7905, 0.0000, -0.0217, 0.0000, 0.0000, 0.0000, 0.0000, 0.0000, 0.0000, -0.0001, -0.0015, -0.0001, 0.0002, 0.0000, 0.0000, 0.0009, 0.0000, -0.0002, -0.0048, 0.0000], "fmax_ha_per_bohr": 0.091, "homo_lumo_gap_ev": [9.51, 1.91], "e_lumo_ev": [-6.0, -13.6], "charge": 2, "multiplicity": 2, "energy_ev": -37434.5995, "homo_ev": [-15.5036, -15.5036], "de_lowest_kj_mol": 234.3}

{"formula": "H37O19", "method": "wB97M-V/def2-TZVPD", "symbols": ["O", "H", "H", "O", "H", "H", "O", "H", "H", "O", "H", "H", "O", "H", "H", "O", "H", "H", "O", "H", "H", "O", "H", "O", "H", "H", "O", "H", "H", "O", "H", "H", "O", "H", "H", "O", "H", "H", "O", "H", "H", "O", "H", "H", "O", "H", "H", "O", "H", "H", "O", "H", "H", "O", "H", "H"], "coordinates": [[1.474, -2.206, -2.755], [0.830, -1.569, -2.407], [1.160, -3.111, -2.820], [2.694, 2.373, -2.537], [2.590, 2.848, -1.681], [1.800, 2.002, -2.704], [-3.723, -2.852, 0.566], [-0.261, -1.117, 2.202], [-3.604, -1.986, 0.149], [1.325, 3.247, 1.445], [0.499, 3.012, 1.012], [1.377, 2.767, 2.276], [-3.611, -0.213, 3.268], [-3.567, -0.384, 2.323], [-2.682, 0.045, 3.385], [0.758, 0.360, -0.103], [0.804, -0.595, -0.177], [0.691, 0.718, -1.232], [-1.547, 1.421, 0.839], [-1.591, 2.322, 0.467], [-1.072, 0.937, 0.156], [-1.127, -1.372, 2.517], [-1.684, -0.855, -1.993], [-1.858, -2.165, -3.356], [-2.819, -2.179, -3.060], [-2.328, -1.730, -4.130], [-0.007, 3.711, -2.141], [0.759, 3.715, -2.721], [-0.122, 2.727, -1.897], [-3.703, 0.282, -0.864], [-4.174, 0.470, -0.028], [-2.774, 0.496, -0.534], [-1.196, -3.182, -0.184], [-2.890, -3.333, 0.461], [-0.980, -3.799, -0.886], [-0.518, 1.564, 4.029], [0.349, 1.823, 4.411], [-1.728, -1.715, 1.854], [-1.311, -0.542, -1.137], [-0.519, 0.988, 3.259], [-0.589, -2.421, -0.376], [3.502, -0.200, -0.181], [3.449, 0.189, -1.063], [2.557, -0.270, 0.029], [1.426, -2.726, 1.339], [0.907, -3.275, 2.022], [2.094, -3.430, 1.467], [3.759, 2.336, 0.400], [2.851, 2.594, 0.598], [3.733, 1.381, 0.080], [3.594, 0.519, 2.868], [3.553, 1.016, 2.043], [3.631, -0.428, 2.754], [0.432, 1.015, -2.472], [0.198, 0.530, -3.261], [-0.811, 0.244, -1.520]], "forces_ev_per_a": [[0.686, 0.400, -0.096], [-0.153, -0.698, -0.146], [-0.596, 0.412, 0.238], [-0.095, 0.743, 0.630], [0.409, -0.528, -0.761], [0.313, -0.380, 0.162], [-0.552, 0.104, 0.323], [0.010, -0.159, -0.906], [0.196, -0.288, -0.161], [0.264, 0.487, -0.120], [-0.010, -0.318, 0.248], [-0.329, -0.193, -0.079], [0.405, 0.311, -0.251], [-0.450, -0.203, -0.134], [-0.196, -0.070, 0.490], [0.918, 1.007, -1.191], [-0.343, -0.207, -0.044], [0.548, -1.271, 1.451], [-0.656, 1.248, -0.094], [-0.216, -0.406, 0.413], [0.848, -0.465, 0.389], [-0.153, 0.134, 1.386], [-0.038, -0.246, 0.942], [-3.980, 1.116, -1.456], [1.385, -1.064, 1.666], [2.379, -0.170, -0.351], [-0.749, -1.463, 1.025], [0.145, -0.123, -0.027], [0.426, 1.957, -1.139], [0.611, 0.583, 1.753], [-0.228, -0.018, -0.741], [-1.437, -0.631, -0.891], [1.284, 0.491, -0.418], [-0.049, 0.549, -0.206], [-0.035, -0.223, -0.088], [-0.078, 0.833, 1.008], [-0.733, -0.916, -1.063], [0.417, -0.024, -0.565], [0.279, 0.316, -1.954], [0.815, 0.084, -0.045], [-0.998, -0.606, 0.364], [0.219, -0.517, -0.418], [0.100, -0.255, -0.484], [-0.183, 0.273, 0.241], [-0.454, -2.901, 2.448], [-0.626, 2.115, -1.242], [1.078, 0.963, -1.272], [0.459, -0.869, -0.237], [-0.269, 0.046, 0.064], [-0.072, 1.576, 0.774], [-0.172, 0.535, 1.264], [0.266, -0.358, -0.475], [-0.051, -0.009, -0.745], [-0.433, 0.534, 0.288], [0.065, -0.285, -0.058], [-0.191, -0.951, 0.293]], "lowdin_charge": [-0.0505, 0.0000, 0.0287, -0.1049, 0.0314, -0.0315, -0.0774, 0.0211, 0.0018, -0.0349, 0.0262, 0.0389, -0.0654, -0.0032, 0.0062, -0.2094, -0.0134, 0.0295, -0.0582, 0.0701, -0.0245, -0.0327, 0.0315, -0.0886, 0.0867, 0.0880, -0.1107, 0.0025, 0.0306, -0.1116, 0.0405, 0.0132, -0.0721, -0.0089, 0.0521, -0.0660, 0.0532, 0.0171, -0.1560, -0.0037, 0.0398, -0.0557, 0.0533, 0.0082, -0.0846, 0.0856, 0.0488, -0.1075, -0.0227, -0.0088, -0.0615, -0.0131, 0.0173, -0.2997, 0.0279, 0.0271], "fmax_ha_per_bohr": 0.085, "homo_lumo_gap_ev": 9.36, "e_lumo_ev": 1.8, "charge": -1, "energy_ev": -39504.5737, "homo_ev": -7.5481, "de_lowest_kj_mol": 357.7}

{"formula": "H38O19", "method": "wB97M-V/def2-TZVPD", "symbols": ["O", "H", "H", "O", "H", "H", "O", "H", "H", "O", "H", "H", "O", "H", "H", "O", "H", "H", "O", "H", "H", "O", "H", "H", "O", "H", "H", "O", "H", "H", "O", "H", "H", "O", "H", "H", "O", "H", "H", "O", "H", "H", "O", "H", "H", "O", "H", "H", "O", "H", "H", "O", "H", "H", "O", "H", "H"], "coordinates": [[11.347, -20.933, 1.177], [11.912, -20.713, 0.436], [11.477, -21.872, 1.307], [8.640, -20.806, -0.133], [8.294, -20.042, -0.594], [9.498, -20.525, 0.187], [7.353, -24.799, 4.199], [6.901, -24.371, 4.927], [6.674, -24.929, 3.538], [5.695, -15.315, 2.544], [5.013, -15.683, 3.105], [5.304, -14.521, 2.179], [3.640, -23.286, 2.180], [3.606, -22.435, 2.615], [3.089, -23.182, 1.404], [10.046, -15.795, 4.573], [10.833, -16.114, 4.132], [9.322, -16.193, 4.088], [3.640, -21.498, 4.651], [3.502, -20.583, 4.406], [3.210, -21.586, 5.502], [7.888, -13.705, 3.776], [7.182, -13.138, 4.087], [7.439, -14.437, 3.352], [6.900, -20.925, 6.363], [7.598, -21.542, 6.582], [7.229, -20.452, 5.598], [7.239, -19.425, 3.829], [7.155, -18.547, 3.456], [7.817, -19.889, 3.223], [7.182, -18.738, -0.966], [7.427, -17.912, -1.383], [6.280, -18.890, -1.246], [11.972, -19.368, 3.259], [12.752, -19.765, 3.647], [11.742, -19.950, 2.534], [5.484, -23.555, 5.993], [5.202, -23.003, 5.264], [5.827, -22.940, 6.641], [10.262, -20.407, 5.191], [10.143, -19.676, 5.798], [10.767, -20.037, 4.467], [7.632, -17.034, 2.154], [7.052, -16.274, 2.195], [7.393, -17.476, 1.340], [11.364, -23.389, 4.773], [10.851, -22.671, 5.143], [11.035, -23.482, 3.879], [6.784, -21.959, -1.562], [7.331, -21.760, -0.802], [7.129, -21.401, -2.259], [5.361, -19.479, 8.871], [5.633, -19.780, 8.004], [4.405, -19.444, 8.824], [11.716, -16.817, 2.698], [11.526, -16.839, 1.760], [11.819, -17.736, 2.944]], "forces_ev_per_a": [[-0.156, 0.174, -0.111], [0.265, 0.106, -0.310], [-0.107, -0.435, 0.098], [0.605, -0.147, 0.351], [-0.385, 0.467, -0.121], [0.324, -0.270, 0.357], [0.620, -0.185, -0.401], [-0.413, 0.155, 0.470], [-0.181, -0.034, -0.150], [-0.333, 0.295, -0.042], [-0.114, -0.264, 0.278], [-0.001, 0.322, -0.215], [0.085, -0.208, -0.099], [0.014, 0.167, 0.420], [-0.077, -0.077, -0.238], [-0.314, 0.217, 0.853], [0.158, -0.032, -0.466], [-0.078, -0.074, -0.187], [0.055, -0.076, -0.268], [0.132, 0.291, -0.038], [-0.132, -0.195, 0.255], [0.246, 0.236, -0.066], [-0.145, 0.140, 0.136], [-0.122, -0.156, 0.013], [-0.369, -0.154, 0.596], [0.306, -0.075, 0.093], [0.042, 0.434, -0.648], [-0.277, -0.446, 0.403], [0.173, 0.561, -0.213], [0.184, -0.182, -0.127], [0.003, 0.442, 0.068], [0.172, 0.275, -0.177], [-0.349, -0.318, -0.020], [0.181, 0.068, 0.709], [0.359, 0.015, 0.262], [-0.266, -0.496, -0.767], [-0.012, -0.632, 0.171], [-0.168, 0.427, -0.263], [0.046, 0.345, 0.060], [-0.402, -0.650, 0.383], [-0.118, 0.190, 0.194], [0.293, 0.339, -0.349], [0.638, -0.580, 0.163], [-0.356, 0.289, -0.004], [-0.006, -0.265, -0.317], [0.434, -0.127, -0.089], [-0.229, 0.438, 0.193], [-0.240, -0.183, -0.094], [-0.908, -0.223, -0.463], [0.352, -0.144, 0.275], [0.149, -0.016, -0.148], [-0.052, 0.121, 0.258], [0.386, -0.233, -0.421], [-0.213, 0.025, 0.078], [0.234, 0.737, -0.376], [-0.104, 0.234, -0.141], [0.173, -0.633, 0.193]], "lowdin_charge": [-0.0089, 0.0804, 0.0821, -0.0599, -0.0155, 0.0127, -0.0654, -0.0241, 0.0247, -0.0261, 0.0796, 0.0771, -0.0534, -0.0095, 0.0277, -0.0668, -0.0241, -0.0033, -0.0310, 0.0475, 0.0519, -0.0421, 0.0286, -0.0192, -0.0389, 0.0458, -0.0036, -0.0404, -0.0014, 0.0403, -0.0230, 0.0659, 0.0689, -0.0341, 0.0917, 0.0043, -0.0460, 0.0152, 0.0227, -0.0462, 0.0489, -0.0204, -0.0417, -0.0240, 0.0246, -0.0528, -0.0029, 0.0194, -0.0638, -0.0223, 0.0183, -0.0535, -0.0086, 0.0221, -0.0506, 0.0472, -0.0240], "fmax_ha_per_bohr": 0.020, "homo_lumo_gap_ev": 9.37, "e_lumo_ev": -0.6, "energy_ev": -39520.0847, "homo_ev": -9.9952, "de_lowest_kj_mol": 271.5}

{"formula": "H38O19", "method": "wB97M-V/def2-TZVPD", "symbols": ["O", "H", "H", "O", "H", "H", "O", "H", "H", "O", "H", "H", "O", "H", "H", "O", "H", "H", "O", "H", "H", "O", "H", "H", "O", "H", "H", "O", "H", "H", "O", "H", "H", "O", "H", "H", "O", "H", "H", "O", "H", "H", "O", "H", "H", "O", "H", "H", "O", "H", "H", "O", "H", "H", "O", "H", "H"], "coordinates": [[0.878, -0.276, -3.043], [0.990, 0.689, -3.127], [1.080, -0.690, -2.273], [4.004, -1.889, -2.120], [4.556, -1.381, -1.462], [3.704, -2.726, -1.550], [2.373, -3.078, 3.423], [2.367, -2.078, 3.303], [1.730, -3.149, 4.122], [-3.730, -1.467, -0.448], [-4.097, -0.747, -0.906], [-4.198, -2.273, -0.554], [-4.791, -0.411, 1.725], [-3.860, -0.862, 1.641], [-5.186, -0.526, 0.901], [-1.865, 3.371, 1.042], [-1.841, 3.335, 0.143], [-2.568, 3.980, 1.355], [0.995, 1.735, 0.368], [0.534, 2.676, 0.725], [1.376, 1.481, 1.235], [-2.148, -2.716, -3.095], [-1.896, -2.065, -2.345], [-1.664, -3.260, -3.432], [-2.260, 1.412, -0.562], [-1.852, 1.631, 0.391], [-1.941, 0.599, -0.790], [-2.141, 0.399, -3.111], [-2.750, 0.550, -2.296], [-1.144, 0.504, -2.683], [0.213, -1.326, -0.206], [0.897, -1.953, -0.459], [-0.199, -1.844, 0.392], [0.587, -3.413, -2.949], [1.399, -3.583, -3.565], [0.207, -2.602, -3.177], [4.267, -0.201, 0.832], [3.573, 0.529, 0.897], [5.087, 0.384, 0.707], [0.785, 4.178, 1.347], [-0.139, 4.007, 1.290], [1.211, 4.422, 0.425], [-0.266, 3.587, -3.048], [-0.612, 2.690, -3.375], [0.674, 3.469, -2.798], [1.503, -0.696, 3.323], [0.921, -0.595, 4.101], [0.894, -0.775, 2.659], [1.388, 2.676, 2.979], [2.002, 3.459, 3.028], [0.512, 2.946, 2.822], [-0.884, 0.957, 1.850], [-1.303, 0.086, 1.772], [-0.113, 1.051, 1.176], [0.896, -3.015, 1.484], [1.543, -2.312, 1.885], [1.677, -3.690, 1.480]], "forces_ev_per_a": [[-1.877, 1.953, -4.588], [0.517, -1.004, 0.868], [1.395, -0.743, 3.757], [-0.406, -2.049, 2.941], [-0.868, -0.706, -0.901], [1.137, 2.740, -1.948], [0.765, 0.458, -0.685], [0.347, -0.426, 0.677], [-0.579, -0.571, 0.737], [2.545, -0.494, 1.060], [-1.168, 1.055, -1.096], [-0.950, -0.840, -0.616], [3.571, -0.685, 2.644], [-3.097, 1.366, -0.035], [-0.837, -0.386, -1.957], [-0.116, 1.237, 4.721], [-0.499, 0.359, -4.271], [0.579, -0.600, -0.594], [-1.315, 2.192, 1.315], [2.415, -2.954, -1.398], [0.624, 0.571, -0.354], [-10.127, 11.883, 7.711], [0.036, -2.161, -2.215], [9.810, -9.657, -5.392], [-0.335, 3.780, 3.160], [-1.459, -1.191, -2.332], [1.672, -3.369, -0.417], [2.191, 0.376, 3.430], [1.412, 0.045, -2.292], [-3.545, -0.638, -1.677], [2.298, 2.528, -2.868], [0.393, 0.023, -0.797], [-3.065, -2.527, 3.042], [3.104, -2.688, -0.572], [-2.385, 0.797, 1.590], [-0.447, 2.105, -1.016], [0.335, 2.945, -0.220], [1.113, -1.511, -0.166], [-1.483, -1.483, 0.325], [2.892, 1.994, -3.523], [-2.170, 0.731, -0.638], [-1.855, -0.410, 2.682], [-0.034, -1.906, -0.277], [0.824, 2.022, 0.705], [-0.862, -0.096, -0.387], [1.766, 0.374, 2.907], [0.575, 0.292, -0.110], [-2.675, 0.395, -2.969], [3.305, -1.194, 1.876], [-1.613, -1.167, -0.196], [-1.189, 0.808, 0.189], [0.494, -0.792, -0.109], [0.185, 0.432, -0.109], [-1.489, -0.597, 0.469], [4.250, -0.017, 1.558], [-2.057, -1.094, -1.219], [-2.049, 0.492, -0.419]], "mulliken_spin": [0.0021, -0.0003, 0.0002, 0.0001, 0.0000, 0.0000, 0.2928, -0.0151, -0.0083, 0.0024, -0.0003, -0.0001, 0.0007, 0.0000, -0.0001, -0.0001, -0.0002, 0.0000, 0.0006, -0.0001, 0.0000, 0.1747, -0.0030, -0.0025, 0.0072, 0.0006, -0.0034, 0.1433, -0.0051, -0.0066, 0.0899, 0.0038, -0.0015, 0.0040, -0.0003, -0.0008, -0.0001, 0.0000, 0.0000, 0.0000, 0.0000, 0.0000, 0.0005, -0.0001, 0.0000, -0.0053, -0.0004, -0.0004, 0.0000, 0.0000, 0.0000, 0.0033, -0.0006, -0.0009, 0.3346, 0.0059, -0.0109], "fmax_ha_per_bohr": 0.339, "homo_lumo_gap_ev": [9.97, 2.36], "e_lumo_ev": [-3.4, -10.6], "charge": 1, "multiplicity": 2, "energy_ev": -39502.7472, "homo_ev": [-13.3878, -12.9307], "de_lowest_kj_mol": 586.6}